# 1
# C6H10NO

An isolated ion of composition C6H10NO and charge +1 (the ωB97M-V functional and the def2-TZVPD basis, OMol25).

Last column: Löwdin charge in e.
CARTESIAN COORDINATES (ANGSTROEM)
C: 1.751 -0.642 -0.136  0.039
C: 1.466 -0.012 1.006  0.019
C: 0.820 -0.666 -1.359  -0.063
C: 0.159 0.598 1.193  -0.182
C: -0.471 1.001 2.535  0.068
C: -1.510 -0.242 -1.894  0.006
N: -0.397 0.214 -1.068  -0.121
O: -0.662 0.554 0.219  0.105
H: 2.587 -1.219 -0.132  0.099
H: 2.261 -0.135 1.705  0.127
H: 1.401 -0.320 -2.142  0.103
H: 0.619 -1.800 -1.598  0.172
H: -1.424 1.269 2.252  0.062
H: 0.150 1.845 2.823  0.104
H: -0.304 0.048 3.249  0.175
H: -1.922 0.681 -2.109  0.081
H: -2.073 -1.060 -1.511  0.104
H: -1.070 -0.508 -2.836  0.102

Atoms 1-3, force components in eV/Å:
-3.608 1.259 -1.008
-0.160 0.304 -0.641
-0.404 -2.042 3.914

**LUMO (spin up / spin down)**: -0.1939 / -0.1939 hartree
**Net charge**: +1
**Kohn-Sham gap (spin up / spin down)**: 0.3104 / 0.3104 Eh

# 2
# C6H10NO2S

An isolated ion of composition C6H10NO2S and charge +1 (the ωB97M-V functional and the def2-TZVPD basis, OMol25).

Last column: Löwdin charge in e.
CARTESIAN COORDINATES (ANGSTROEM)
C: -1.039 -1.195 -1.560  -0.114
C: 0.045 -0.450 -1.485  -0.111
C: -2.221 -1.002 -0.612  -0.437
C: 0.486 1.076 1.572  -0.068
C: -0.704 0.915 0.567  -0.358
C: 1.525 0.388 0.711  -0.526
N: 0.333 0.582 -0.538  0.009
O: 1.778 -0.898 0.951  0.147
O: 2.560 1.183 0.427  0.157
S: -1.534 -0.706 0.998  0.983
H: -1.064 -1.984 -2.336  0.134
H: 0.833 -0.529 -2.323  0.168
H: -2.886 -0.105 -0.739  0.111
H: -2.605 -2.014 -0.611  0.085
H: 0.708 2.137 1.969  0.178
H: 0.325 0.442 2.377  0.077
H: -1.224 1.821 0.304  0.132
H: 0.380 1.381 -1.086  0.146
H: 1.076 -1.525 1.166  0.123
H: 3.228 0.481 0.249  0.163

Atoms 1-3, force components in eV/Å:
-0.629 0.654 -0.310
1.829 -0.707 -2.457
1.081 -0.172 -0.536

**LUMO**: -0.1130 hartree
**SMILES**: OC1(O)C[C@@H]2SCC=C[N@@H+]21
**Net charge**: +1
**Kohn-Sham gap**: 0.3757 Eh

# 3
# C6H10NO3P

One molecule with the formula C6H10NO3P (the ωB97M-V functional and the def2-TZVPD basis, OMol25).

Last column: Löwdin charge in e.
CARTESIAN COORDINATES (ANGSTROEM)
C: 0.213 -1.689 1.097  -0.255
C: -1.322 -1.626 -0.872  -0.066
C: -0.456 -1.006 0.038  -0.225
C: -1.978 -0.890 -1.973  -0.101
C: 0.134 0.930 2.621  -0.126
C: 2.372 1.044 -0.968  -0.081
N: 0.497 -2.304 2.028  0.171
O: -0.807 1.501 -1.096  -0.250
O: -0.602 1.104 1.451  -0.202
O: 1.490 0.867 0.160  -0.252
P: -0.104 0.786 -0.011  0.512
H: -1.589 -2.652 -0.777  0.103
H: -2.767 -1.401 -2.526  0.081
H: -2.369 0.067 -1.461  0.106
H: -1.214 -0.584 -2.638  0.066
H: -0.593 0.721 3.360  0.086
H: 0.604 1.771 3.042  0.073
H: 0.920 0.158 2.576  0.080
H: 2.098 0.213 -1.765  0.125
H: 3.354 1.112 -0.618  0.064
H: 2.120 1.879 -1.667  0.091

Atoms 1-3, force components in eV/Å:
-1.236 -0.916 0.061
1.660 1.369 1.961
-1.002 -0.525 -2.859

**LUMO**: 0.0055 hartree
**SMILES**: C/C=C(/C#N)P(=O)(OC)OC
**Kohn-Sham gap**: 0.3671 Eh

# 4
# C6H10O

An isolated ion of composition C6H10O and charge -1 (the ωB97M-V functional and the def2-TZVPD basis, OMol25).

Last column: Löwdin charge in e.
CARTESIAN COORDINATES (ANGSTROEM)
C: -0.194 -1.226 -2.345  -0.082
C: -0.645 -0.116 -1.248  -0.394
C: -1.921 0.392 -1.067  -0.094
C: 1.160 0.499 2.051  -0.377
O: 0.256 0.435 3.139  -0.109
C: 0.471 0.950 0.761  -0.193
C: 0.349 -0.056 -0.193  -0.211
H: -0.983 -1.974 -2.529  0.058
H: 0.732 -1.615 -2.030  0.019
H: -0.060 -0.740 -3.174  -0.027
H: -2.809 -0.169 -1.316  -0.010
H: -1.918 1.304 -0.470  -0.004
H: 1.856 1.409 2.030  0.083
H: 1.854 -0.345 1.880  0.088
H: 0.734 0.207 3.966  0.069
H: -0.083 1.923 0.638  0.083
H: 1.199 -0.877 -0.094  0.101

Atoms 1-3, force components in eV/Å:
-3.324 -0.329 5.312
2.259 -3.190 0.307
0.674 0.757 -0.499

**LUMO (spin up / spin down)**: 0.1472 / 0.1385 hartree
**2S+1**: 2
**Net charge**: -1
**<S²>**: 0.768
**Kohn-Sham gap (spin up / spin down)**: 0.1489 / 0.2233 Eh

# 5
# C6H10O

One molecule with the formula C6H10O (the ωB97M-V functional and the def2-TZVPD basis, OMol25).

Last column: Löwdin charge in e.
CARTESIAN COORDINATES (ANGSTROEM)
C: -2.433 -0.064 -0.016  -0.079
C: -0.896 -0.021 0.031  -0.318
C: 0.126 1.096 0.368  -0.044
C: 1.207 0.017 0.232  -0.447
C: 2.519 0.100 -0.407  -0.076
O: 2.384 -0.016 1.008  -0.009
C: 0.183 -1.124 0.188  -0.044
H: -2.827 -1.018 0.313  0.065
H: -2.880 0.811 0.441  0.066
H: -2.746 0.010 -1.174  0.112
H: -1.166 0.063 -1.025  0.089
H: 0.143 1.872 -0.403  0.110
H: 0.151 1.582 1.353  0.118
H: 2.939 -0.775 -0.906  0.114
H: 2.892 1.062 -0.762  0.114
H: 0.234 -1.757 1.084  0.119
H: 0.240 -1.766 -0.696  0.110

Atoms 1-3, force components in eV/Å:
-1.474 0.037 -0.957
-0.376 0.137 -1.937
-0.111 0.116 -0.119

**LUMO**: 0.0321 hartree
**SMILES**: C[C@H]1C[C@]2(CO2)C1
**Kohn-Sham gap**: 0.3826 Eh

# 6
# C6H10O

One molecule with the formula C6H10O (the ωB97M-V functional and the def2-TZVPD basis, OMol25).

Last column: Löwdin charge in e.
CARTESIAN COORDINATES (ANGSTROEM)
C: -0.563 -2.057 0.519  -0.082
C: 0.035 -0.602 0.508  -0.218
C: 0.768 -0.495 -0.823  -0.216
C: 1.152 0.932 -1.024  -0.090
C: 0.410 1.756 -0.298  -0.081
C: -0.493 1.079 0.710  -0.248
O: -1.778 1.697 0.694  -0.046
H: -1.125 -2.314 -0.388  0.067
H: 0.289 -2.771 0.516  0.079
H: -1.164 -2.339 1.387  0.063
H: 0.720 -0.595 1.364  0.116
H: -0.027 -0.680 -1.555  0.121
H: 1.552 -1.234 -1.021  0.120
H: 1.870 1.241 -1.776  0.103
H: 0.358 2.828 -0.500  0.111
H: -0.161 1.237 1.738  0.118
H: -1.845 2.316 -0.050  0.083

Atoms 1-3, force components in eV/Å:
-0.273 0.342 0.088
-0.018 0.388 -0.046
-0.115 0.016 -0.133

**LUMO**: 0.0332 hartree
**SMILES**: C[C@H]1CC=C[C@H]1O
**Kohn-Sham gap**: 0.3701 Eh

# 7
# C6H10O

One molecule with the formula C6H10O (the ωB97M-V functional and the def2-TZVPD basis, OMol25).

Last column: Löwdin charge in e.
CARTESIAN COORDINATES (ANGSTROEM)
C: 1.813 -0.544 -0.037  -0.091
C: 0.928 -0.596 1.175  -0.154
C: -0.383 2.040 -1.268  0.026
C: -1.098 1.137 -0.608  -0.258
O: -1.130 -0.166 -1.004  -0.124
C: -1.297 -1.106 0.054  -0.198
C: -0.375 -0.875 1.230  -0.111
H: 2.620 -1.280 0.071  0.077
H: 2.289 0.440 -0.128  0.078
H: 1.270 -0.746 -0.963  0.071
H: 1.429 -0.388 2.121  0.100
H: -0.389 3.081 -0.970  0.052
H: 0.218 1.740 -2.121  0.064
H: -1.702 1.384 0.268  0.125
H: -1.127 -2.080 -0.417  0.127
H: -2.341 -1.091 0.401  0.119
H: -0.853 -0.895 2.208  0.098

Atoms 1-3, force components in eV/Å:
-0.058 -0.003 -0.049
-0.135 -0.079 0.059
-0.089 -0.076 0.034

**LUMO**: 0.0407 hartree
**SMILES**: C=COC/C=C\C
**Kohn-Sham gap**: 0.3682 Eh

Number 1: maximum force 5.00 eV Å⁻¹. Number 2: maximum force 3.17 eV Å⁻¹. Number 3: maximum force 4.85 eV Å⁻¹. Number 4: maximum force 6.28 eV Å⁻¹. Number 5: maximum force 3.56 eV Å⁻¹. Number 6: maximum force 0.90 eV Å⁻¹. Number 7: maximum force 0.25 eV Å⁻¹.